The following is a quantum chemistry calculation of a molecular structure, C40H46F5HfN3O5P2Te, from OMol25.

## Properties
Charge ... +2
Relative energy (zero: lowest compared OMol25 entry of this formula, charge and spin) ... 30.5 kcal per mole
Kohn-Sham gap ... 6.23 eV
Calculated total energy ... -3589.8745 hartree
F_max ... 0.04684 Eh/bohr
LUMO ... -6.294 eV

Atoms and positions in Å:
Hf1 -0.72868 -0.82268 1.27479
C1 2.61848 0.58187 5.36797
C2 1.56881 0.42804 4.31167
N1 1.62393 -0.32798 3.29125
O1 2.76187 -1.06989 3.09215
C3 0.31455 1.28590 4.44467
C4 0.57539 2.77138 4.47229
N2 -0.80612 1.01789 3.50158
O2 -0.40596 0.89667 2.18762
H1 3.10726 -0.36648 5.59828
H2 2.16940 0.93570 6.29357
H3 3.38012 1.30131 5.05638
H4 3.39391 -0.91747 3.81413
H5 1.32809 3.00802 5.22217
H6 -0.35506 3.27848 4.72019
H7 0.91709 3.11371 3.49742
C5 -3.91917 -2.42631 1.11799
O3 -2.50506 -2.43944 0.81053
C6 -2.00395 -3.77745 0.69599
C7 -0.77551 -3.67354 -0.15386
O4 0.15860 -2.77556 0.49669
C8 1.07390 -3.49130 1.37515
H8 -4.45044 -2.91904 0.30326
H9 -4.23541 -1.39354 1.20370
H10 -4.09666 -2.94467 2.05745
H11 -2.74400 -4.41648 0.21015
H12 -1.79612 -4.16828 1.69566
H13 -1.02255 -3.21938 -1.11520
H14 -0.29107 -4.63413 -0.32288
H15 0.51379 -3.97842 2.17122
H16 1.76371 -2.76554 1.79692
H17 1.62299 -4.21113 0.77019
C9 -0.39538 1.85500 -0.94990
N3 0.64056 1.74635 -1.92170
C10 1.47229 0.55691 -1.85781
P1 1.72304 -0.15824 -0.16000
C11 2.93108 1.05107 0.47328
C12 2.55218 2.00735 1.40877
C13 3.44519 2.99067 1.81173
C14 4.72872 3.02016 1.28718
C15 5.10675 2.08110 0.33646
C16 4.21121 1.10938 -0.07921
C17 2.67812 -1.63779 -0.63374
C18 2.18569 -2.48612 -1.62893
C19 2.88565 -3.62754 -1.98597
C20 4.07885 -3.94161 -1.34605
C21 4.55702 -3.12049 -0.33607
C22 3.85767 -1.97653 0.02377
C23 0.43353 2.31427 -3.20859
C24 -0.79061 2.87747 -3.57220
C25 -0.96045 3.42880 -4.83472
C26 0.07126 3.41719 -5.75886
C27 1.28651 2.85326 -5.40136
C28 1.47219 2.30816 -4.14025
P2 -1.74876 0.51300 -0.82368
C29 -1.95440 -0.53298 -2.30229
C30 -1.28207 -0.42854 -3.51768
C31 -1.52899 -1.34443 -4.53343
C32 -2.46016 -2.35575 -4.36085
C33 -3.17428 -2.43785 -3.17094
C34 -2.91796 -1.53884 -2.15013
C35 -3.26065 1.49669 -0.68519
C36 -3.43758 2.24569 0.48033
C37 -4.53583 3.08098 0.60240
C38 -5.46121 3.16382 -0.43008
C39 -5.28830 2.41457 -1.58502
C40 -4.18843 1.57862 -1.71947
H18 -0.92546 2.79926 -1.04313
H19 0.05258 1.85982 0.04625
H20 2.48653 0.77596 -2.18950
H21 1.08911 -0.23921 -2.50241
H22 1.54860 1.99453 1.80466
H23 3.13635 3.74611 2.52340
H24 5.42814 3.78260 1.60262
H25 6.10017 2.11105 -0.09047
H26 4.51874 0.40112 -0.83892
H27 1.24662 -2.27265 -2.12675
H28 2.50396 -4.27067 -2.76820
H29 4.63276 -4.82439 -1.63586
H30 5.47991 -3.36703 0.17161
H31 4.23257 -1.34989 0.82216
H32 -1.63485 2.88167 -2.89509
H33 -1.91717 3.86280 -5.09370
H34 -0.06756 3.84341 -6.74235
H35 2.10713 2.84257 -6.10631
H36 2.44030 1.89979 -3.88728
H37 -0.59913 0.38312 -3.71217
H38 -1.00070 -1.24625 -5.47260
H39 -2.64921 -3.06365 -5.15661
H40 -3.93917 -3.19336 -3.04655
H41 -3.50035 -1.58875 -1.23931
H42 -2.72497 2.16964 1.29451
H43 -4.67501 3.66081 1.50476
H44 -6.32085 3.81295 -0.33249
H45 -6.01001 2.48008 -2.38805
H46 -4.05628 1.00530 -2.62788
F1 -0.27729 0.92133 5.65122
Te1 -1.73476 -0.76385 4.07631
F2 -3.11834 -1.99195 4.03258
F3 -2.99431 0.27979 4.92991
F4 -1.18119 -1.60262 5.61195
F5 -2.61746 -0.25695 2.27257
O5 -0.74794 -1.88655 2.96229

The following is a quantum chemistry calculation of a molecular structure, C40H46N6PPtS2Sb, from OMol25.

## Properties
Charge ... +2
Relative energy (zero: lowest compared OMol25 entry of this formula, charge and spin) ... 0.0 kcal per mole
Kohn-Sham gap ... 7.06 eV
Calculated total energy ... -3377.2723 hartree
F_max ... 0.02032 Eh/bohr
LUMO ... -5.365 eV

Atoms and positions in Å:
Pt1 -0.45946 -0.03261 0.27397
N1 -4.83571 -1.07148 -0.02252
C1 -5.07754 -2.43252 0.26515
C2 -6.34189 -2.83135 0.66766
C3 -6.57211 -4.16446 0.98140
C4 -5.53755 -5.08670 0.90658
C5 -4.26941 -4.68195 0.51440
C6 -4.03856 -3.35721 0.18081
S1 -2.44370 -2.88158 -0.42167
N2 -2.47617 -1.17632 -0.27416
C7 -3.60008 -0.52498 -0.16735
C8 -3.53558 0.97154 -0.21073
C9 -4.62369 1.76691 -0.56698
C10 -4.45729 3.14186 -0.57629
C11 -3.21513 3.67494 -0.25399
C12 -2.17681 2.80647 0.04799
N3 -2.33429 1.48970 0.07247
H1 -5.62213 -0.44738 0.10875
H2 -7.14024 -2.11142 0.73508
H3 -7.55705 -4.47449 1.28599
H4 -5.71309 -6.12074 1.15056
H5 -3.46732 -5.40076 0.45283
H6 -5.57173 1.34383 -0.86079
H7 -5.28226 3.78406 -0.84118
H8 -3.04617 4.73874 -0.24818
H9 -1.18464 3.17538 0.26674
C13 0.26389 0.29957 3.77421
P1 -0.77438 -0.42527 2.48582
C14 -2.43928 0.11561 2.97498
C15 -0.75421 -2.19586 2.87006
H10 -0.03862 -0.11429 4.73732
H11 0.13436 1.37907 3.79998
H12 1.31363 0.08348 3.61112
H13 -2.58777 -0.07065 4.04093
H14 -3.19485 -0.43535 2.42290
H15 -2.55878 1.18004 2.78069
H16 -1.17217 -2.34840 3.86647
H17 0.26465 -2.57389 2.85211
H18 -1.33728 -2.74891 2.14192
C16 -3.45027 1.30869 -4.74328
C17 -1.96513 1.64649 -4.69022
C18 -1.23896 0.75987 -3.73710
N4 -1.00027 1.06608 -2.51788
N5 -0.36350 0.06852 -1.84060
C19 -0.15395 -1.00146 -2.56493
N6 0.40747 -2.12235 -2.08096
S2 -0.70438 -0.83762 -4.18810
H19 -3.95929 1.95841 -5.44929
H20 -3.90459 1.44242 -3.76331
H21 -3.61166 0.28124 -5.05735
H22 -1.81374 2.67383 -4.35216
H23 -1.51833 1.56039 -5.68115
H24 0.81373 -2.10499 -1.15052
H25 0.71738 -2.84309 -2.70684
C20 1.48408 3.02791 1.88278
C21 2.55532 2.22826 2.56070
C22 3.18202 2.72677 3.69531
C23 4.21440 2.03466 4.30669
C24 4.65045 0.83518 3.77489
C25 4.03148 0.32288 2.64425
C26 2.97407 1.00081 2.05443
Sb1 2.09706 0.28898 0.26564
C27 2.84413 -1.68861 0.04626
C28 2.69152 -2.48506 1.18112
C29 3.09837 -3.80501 1.19626
C30 3.66316 -4.34643 0.05298
C31 3.79393 -3.56969 -1.08195
C32 3.38455 -2.23640 -1.11634
C33 3.52417 -1.50062 -2.41481
C34 3.31111 1.49926 -0.98295
C35 4.65733 1.17474 -0.82715
C36 5.62956 1.89796 -1.49102
C37 5.25291 2.95682 -2.30012
C38 3.92049 3.28897 -2.42765
C39 2.92146 2.56933 -1.77368
C40 1.49869 2.98343 -1.94577
H26 1.13056 3.82909 2.52578
H27 0.61976 2.40017 1.60943
H28 1.86627 3.48524 0.96781
H29 2.86143 3.67536 4.10086
H30 4.68556 2.44127 5.18671
H31 5.47041 0.30182 4.22866
H32 4.38587 -0.60993 2.23220
H33 2.26706 -2.05798 2.08239
H34 2.98558 -4.40186 2.08811
H35 3.99413 -5.37299 0.04398
H36 4.21650 -4.00378 -1.97492
H37 3.32100 -2.17504 -3.24287
H38 4.53654 -1.12237 -2.54691
H39 2.84827 -0.64573 -2.49781
H40 4.95681 0.35968 -0.18342
H41 6.66944 1.64546 -1.36704
H42 6.00120 3.53385 -2.81754
H43 3.63946 4.13251 -3.03851
H44 1.42338 4.06524 -2.02906
H45 0.86845 2.66252 -1.11510
H46 1.07793 2.55432 -2.85390

The following is a quantum chemistry calculation of a molecular structure, C40H46P2SiZn, from OMol25.

## Properties
Relative energy (zero: lowest compared OMol25 entry of this formula, charge and spin) ... 48.4 kcal per mole
Kohn-Sham gap ... 7.80 eV
Calculated total energy ... -4303.1092 hartree
F_max ... 0.06142 Eh/bohr
LUMO ... -0.251 eV

Atoms and positions in Å:
Zn1 0.86505 -0.87833 0.12924
C1 -3.27924 0.55286 4.71370
C2 -3.47552 0.40177 3.41398
C3 -3.90404 1.41549 2.39745
C4 -2.72317 2.23747 1.81011
C5 -1.68262 2.80171 2.70340
C6 -1.87119 3.23472 3.95454
C7 -3.17908 3.10238 4.70696
C8 -3.37173 1.80812 5.50767
C9 2.76754 -1.15646 -0.21268
H1 -3.09340 -0.34310 5.30862
H2 -3.34389 -0.60403 3.00278
H3 -4.74716 2.05778 2.70586
H4 -4.26376 0.80600 1.54561
H5 -2.20102 1.52764 1.15298
H6 -3.11132 3.03065 1.14935
H7 -0.69289 2.91240 2.24923
H8 -1.09199 3.79707 4.49570
H9 -4.01847 3.23514 4.01196
H10 -3.24612 3.94121 5.42025
H11 -2.65062 1.80016 6.33379
H12 -4.36965 1.86861 5.96403
H13 3.03989 -1.32286 0.85231
H14 3.31768 -0.29717 -0.61055
H15 2.94195 -2.09531 -0.75675
P1 0.25284 -2.05979 -2.16284
P2 2.18095 0.41035 -2.87299
C10 -0.39971 -0.51219 -2.80492
C11 0.44052 0.43036 -3.29749
C12 -0.16293 -3.11303 -3.68858
C13 -1.17670 -2.74621 -4.58642
C14 -1.47573 -3.53236 -5.70407
C15 -0.73363 -4.70039 -5.95261
C16 0.30380 -5.05649 -5.08041
C17 0.60829 -4.26344 -3.97202
C18 -1.24028 -2.32492 -1.13152
C19 -1.47312 -1.38373 -0.09346
C20 -2.19693 -1.83921 1.02124
C21 -3.05209 -2.93637 0.87675
C22 -3.02023 -3.70400 -0.29166
C23 -2.02631 -3.46222 -1.24285
C24 2.78528 0.71911 -4.63667
C25 2.39014 -0.15822 -5.66598
C26 2.69229 0.11828 -7.00410
C27 3.42949 1.26351 -7.33735
C28 3.88868 2.10189 -6.32115
C29 3.58938 1.81687 -4.98108
C30 2.35146 2.11631 -2.17668
C31 3.55499 2.39734 -1.50350
C32 3.76597 3.64809 -0.93526
C33 2.78923 4.63712 -1.04179
C34 1.59831 4.37649 -1.73141
C35 1.38052 3.11194 -2.28431
H16 -1.49166 -0.43704 -2.83158
H17 0.09898 1.17078 -4.02051
H18 -1.74880 -1.82499 -4.41675
H19 -2.28402 -3.24034 -6.37825
H20 -0.95941 -5.31561 -6.81805
H21 0.88527 -5.96817 -5.26598
H22 1.44007 -4.52749 -3.30629
H23 -1.21782 -0.30367 -0.19166
H24 -2.01583 -1.36640 1.98354
H25 -3.73879 -3.20141 1.67860
H26 -3.72314 -4.51121 -0.44865
H27 -1.84505 -4.15206 -2.06500
H28 1.81661 -1.05628 -5.42923
H29 2.35710 -0.54961 -7.79683
H30 3.65407 1.49460 -8.37872
H31 4.48148 2.98542 -6.56111
H32 3.96192 2.47880 -4.20455
H33 4.32216 1.62872 -1.45078
H34 4.70674 3.84760 -0.41590
H35 2.95619 5.61435 -0.59449
H36 0.85207 5.16252 -1.83999
H37 0.45410 2.91598 -2.81876
C36 -0.44746 0.08069 6.50751
Si1 0.84712 -0.66475 5.27608
C37 2.30367 0.33559 5.90237
C38 0.88026 -2.38491 6.03768
C39 0.77400 -0.73838 3.41266
C40 0.73926 -0.74267 2.15362
H38 -0.23999 -0.23575 7.55486
H39 -1.46033 -0.26579 6.26449
H40 -0.44388 1.18641 6.52069
H41 2.56366 0.06682 6.93602
H42 3.16770 0.13670 5.25456
H43 2.04884 1.40586 5.87893
H44 -0.09837 -2.86270 5.88948
H45 1.64299 -2.98236 5.52182
H46 1.10058 -2.36828 7.11381